1.
76
Properties=species:S:1:pos:R:3:mulliken_charge:R:1 method="wB97M-V/def2-TZVPD" multiplicity=1 gap_ha=0.160
C -2.324 4.320 2.269 -1.107
P -1.381 3.945 3.785 0.290
C -2.394 2.799 4.779 -0.995
N 0.032 3.032 3.235 -0.304
C 1.279 3.363 3.594 -0.121
P 1.702 4.721 4.748 0.855
O 1.010 4.554 6.014 -0.587
O 3.277 4.590 4.831 -0.501
O 1.404 6.080 3.973 -0.542
N 2.192 2.574 3.087 -0.340
C 1.517 1.647 2.359 0.582
N 2.134 0.683 1.701 0.369
C 3.607 0.609 1.817 -1.138
C 4.357 1.718 1.070 -0.232
C 5.012 1.222 -0.225 -0.754
N 5.642 2.249 -1.033 -0.634
C 1.427 -0.291 0.892 -0.912
C 1.140 0.172 -0.553 0.207
C 0.949 1.657 -0.740 0.161
O 1.850 2.436 -0.796 -0.460
O -0.354 2.091 -0.788 -0.489
N 0.181 1.888 2.435 0.814
C -1.018 1.250 1.936 0.165
C -1.687 0.287 2.917 0.119
O -2.857 0.128 2.962 -0.446
Cl -0.575 -0.591 3.964 -0.142
H -1.650 4.465 1.422 0.336
H -2.888 5.235 2.453 0.410
H -3.030 3.533 1.988 0.359
H -2.667 3.358 5.674 0.433
H -1.781 1.958 5.109 0.278
H -3.277 2.440 4.251 0.292
H 3.771 5.304 4.410 0.356
H 1.631 6.057 3.033 0.395
H 3.847 0.651 2.880 0.472
H 3.908 -0.370 1.446 0.554
H 3.722 2.582 0.878 0.227
H 5.163 2.063 1.727 0.424
H 5.785 0.499 0.059 0.428
H 4.289 0.681 -0.842 0.214
H 4.956 2.893 -1.406 0.245
H 6.339 2.764 -0.511 0.269
H 0.510 -0.611 1.383 0.085
H 2.034 -1.193 0.834 0.459
H 0.292 -0.397 -0.944 -0.097
H 1.996 -0.095 -1.178 0.386
H -0.809 1.756 -1.575 0.368
H -0.844 0.710 1.008 0.308
H -1.763 2.009 1.710 -0.136
C 0.660 -4.332 -5.120 -1.033
Si -1.116 -4.398 -4.464 0.080
C -1.438 -6.222 -4.048 -1.047
C -2.224 -3.985 -5.950 -1.049
N -1.277 -3.356 -3.170 0.125
Si -2.611 -3.035 -2.243 -0.125
C -3.302 -4.496 -1.250 -1.061
C -4.083 -2.258 -3.156 -1.058
C -2.090 -1.745 -0.945 -0.625
H 0.801 -5.004 -5.973 0.270
H 0.907 -3.318 -5.447 0.250
H 1.366 -4.625 -4.339 0.251
H -1.122 -6.880 -4.865 0.339
H -2.499 -6.416 -3.869 0.302
H -0.880 -6.507 -3.153 0.261
H -2.137 -2.925 -6.202 0.262
H -3.275 -4.204 -5.745 0.305
H -1.938 -4.566 -6.834 0.338
H -3.812 -5.209 -1.902 0.285
H -4.028 -4.172 -0.495 0.362
H -2.492 -5.019 -0.737 0.256
H -3.741 -1.436 -3.789 0.247
H -4.833 -1.862 -2.461 0.367
H -4.585 -2.992 -3.789 0.285
H -1.732 -0.855 -1.477 0.001
H -1.271 -2.159 -0.344 0.158
H -2.902 -1.447 -0.270 0.332


2.
67
Properties=species:S:1:pos:R:3:mulliken_charge:R:1 method="wB97M-V/def2-TZVPD" multiplicity=5 charge=+3 gap_ha="0.233 / 0.202" relative_energy_kj_mol=547.88
Mn -0.252 0.872 -1.302 -0.365
P -1.565 1.825 0.509 1.362
P -1.967 -1.677 1.494 0.800
P 1.898 1.656 -0.530 1.220
H -0.470 -3.629 -0.474 0.067
C 0.597 -3.372 -0.406 -0.481
C 1.082 -2.533 0.553 -0.132
H 0.640 -2.444 1.519 0.140
C -2.887 2.311 -0.621 -1.517
C -2.566 1.782 2.067 -1.522
C -0.951 3.524 0.944 -1.477
C -1.921 -3.458 1.913 -1.258
C -2.303 -1.228 3.279 -0.952
C -3.691 -1.539 0.880 -1.214
C 3.533 0.919 -0.764 -1.266
C 2.212 2.473 1.052 -1.198
C 1.945 2.956 -1.760 -1.372
H 1.204 -3.541 -1.337 0.231
H 1.937 -1.870 0.286 0.311
H -3.434 3.149 -0.211 0.463
H -3.550 1.463 -0.778 0.360
H -2.439 2.575 -1.575 0.479
H -3.097 2.741 2.176 0.551
H -1.914 1.668 2.952 0.368
H -3.321 0.987 2.059 0.340
H -1.833 4.147 1.150 0.571
H -0.354 3.959 0.131 0.427
H -0.348 3.485 1.866 0.391
H -2.943 -3.796 2.134 0.500
H -1.298 -3.625 2.797 0.418
H -1.511 -4.038 1.096 0.422
H -2.975 -2.011 3.690 0.510
H -2.765 -0.241 3.406 0.420
H -1.317 -1.244 3.798 0.040
H -4.299 -2.301 1.369 0.473
H -3.679 -1.714 -0.192 0.418
H -4.117 -0.554 1.061 0.373
H 4.100 1.534 -1.479 0.467
H 3.429 -0.088 -1.160 0.331
H 4.062 0.885 0.196 0.381
H 3.167 2.999 1.043 0.485
H 2.241 1.656 1.819 0.248
H 1.400 3.159 1.324 0.253
H 2.901 2.866 -2.285 0.427
H 1.889 3.935 -1.283 0.402
H 1.142 2.835 -2.478 0.430
C 0.929 -1.273 -4.102 0.839
C 0.401 -0.639 -5.263 -0.402
C 0.969 -0.938 -6.488 -0.522
C 1.974 -1.947 -6.600 -0.376
C 2.296 -2.727 -5.464 -0.563
C 1.740 -2.467 -4.231 -0.146
S 0.902 -0.503 -2.605 0.057
H -1.213 -0.114 -1.944 0.068
H -0.329 0.195 -5.149 0.355
H 0.690 -0.361 -7.369 0.425
H 2.521 -2.101 -7.530 0.456
H 3.038 -3.530 -5.552 0.418
H 2.025 -3.020 -3.311 0.189
N 0.770 -0.904 4.468 -0.481
C 1.206 0.296 3.963 0.597
N 0.980 1.410 4.752 -0.427
O 1.649 0.385 2.806 -0.686
H 0.517 -1.001 5.438 0.206
H 1.044 -1.712 3.929 0.229
H 1.546 2.209 4.598 0.244
H 0.730 1.288 5.722 0.198


3.
67
Properties=species:S:1:pos:R:3:mulliken_charge:R:1 method="wB97M-V/def2-TZVPD" multiplicity=5 charge=+4 gap_ha="0.154 / 0.248" relative_energy_kj_mol=0.00
Pd 0.073 0.624 0.158 -0.301
P -0.651 -4.185 -0.228 1.074
P 1.906 0.099 1.400 1.142
P -0.015 0.632 -2.142 1.302
H -1.495 2.171 1.888 0.301
C -1.775 1.686 0.946 -0.491
C -2.013 0.300 0.887 -0.694
H -1.909 -0.320 1.781 0.307
C -0.881 -5.910 0.156 -1.224
C 1.020 -3.880 -0.758 -0.942
C -1.840 -3.551 -1.385 -0.774
C 2.478 1.406 2.522 -1.050
C 2.000 -1.344 2.504 -0.956
C 3.244 -0.178 0.196 -1.193
C -1.718 0.451 -2.760 -1.345
C 0.989 -0.639 -2.954 -1.114
C 0.492 2.163 -2.982 -1.160
H -2.138 2.343 0.157 0.351
H -2.551 -0.145 0.045 0.200
H -1.940 -6.178 0.268 0.378
H -0.336 -6.161 1.078 0.425
H -0.457 -6.495 -0.671 0.468
H 1.722 -4.153 0.041 0.416
H 1.167 -2.824 -1.036 -0.038
H 1.220 -4.504 -1.638 0.528
H -2.819 -3.394 -0.910 0.371
H -1.954 -4.285 -2.196 0.486
H -1.493 -2.602 -1.828 -0.152
H 3.566 1.491 2.417 0.467
H 2.220 1.135 3.557 0.442
H 1.998 2.362 2.290 0.054
H 3.001 -1.397 2.960 0.473
H 1.803 -2.270 1.949 0.105
H 1.251 -1.231 3.300 0.401
H 4.207 -0.178 0.723 0.547
H 3.221 0.625 -0.554 0.327
H 3.090 -1.146 -0.302 0.179
H -1.863 1.137 -3.606 0.461
H -2.433 0.707 -1.971 0.307
H -1.903 -0.574 -3.097 0.379
H 1.196 -0.333 -3.989 0.476
H 0.455 -1.596 -2.956 0.293
H 1.940 -0.749 -2.420 0.340
H 0.313 2.057 -4.060 0.556
H 1.555 2.362 -2.799 0.414
H -0.095 2.997 -2.573 -0.038
C 0.424 4.737 -0.258 1.169
C 1.180 5.309 0.783 -0.298
C 1.189 6.699 0.905 -0.651
C 0.492 7.485 -0.020 -0.477
C -0.193 6.897 -1.090 -0.600
C -0.194 5.513 -1.248 -0.374
O 0.196 3.387 -0.317 0.125
H 0.819 2.830 0.232 -0.063
H 1.725 4.676 1.489 0.313
H 1.753 7.164 1.716 0.453
H 0.491 8.566 0.088 0.463
H -0.723 7.512 -1.822 0.451
H -0.658 5.019 -2.106 0.388
N -3.464 -3.750 1.835 -0.280
C -2.233 -3.885 2.315 0.411
N -2.028 -4.561 3.445 -0.346
S -0.851 -3.093 1.558 -0.158
H -4.239 -4.221 2.287 0.251
H -3.663 -3.188 1.013 0.209
H -1.078 -4.670 3.792 0.265
H -2.795 -4.952 3.991 0.251


4.
67
Properties=species:S:1:pos:R:3:mulliken_charge:R:1 method="wB97M-V/def2-TZVPD" multiplicity=5 charge=+4 gap_ha="0.167 / 0.097" relative_energy_kj_mol=522.15
Ru 1.009 0.199 -0.348 0.958
P 1.512 0.132 2.045 0.836
P -0.075 2.049 -0.311 1.029
P 0.400 -1.832 -0.500 0.943
H -3.608 0.436 -2.266 0.328
C -3.824 -0.366 -1.528 -0.593
C -4.121 -0.008 -0.263 0.240
H -5.051 0.532 0.040 0.445
C 3.296 0.188 2.617 -1.437
C 0.801 1.442 3.181 -1.064
C 0.919 -1.327 3.061 -0.940
C -0.828 2.441 -1.904 -1.310
C -1.419 2.332 0.872 -0.515
C 1.090 3.421 -0.023 -1.277
C -0.094 -2.244 -2.183 -0.989
C -0.923 -2.505 0.535 -0.769
C 1.829 -2.931 -0.218 -1.272
H -3.496 -1.404 -1.765 0.274
H -3.373 -0.127 0.575 -0.276
H 3.423 0.057 3.711 0.481
H 3.737 1.158 2.336 0.430
H 3.858 -0.612 2.109 0.430
H 1.213 1.404 4.207 0.522
H -0.288 1.300 3.255 0.035
H 1.014 2.440 2.775 0.325
H 1.290 -1.308 4.103 0.539
H 1.261 -2.265 2.605 0.305
H -0.182 -1.310 3.095 -0.122
H -1.225 3.462 -1.880 0.552
H -1.644 1.730 -2.089 0.172
H -0.084 2.356 -2.705 0.470
H -1.102 3.015 1.669 0.518
H -1.750 1.388 1.328 -0.525
H -2.279 2.761 0.343 0.499
H 0.724 4.303 -0.562 0.479
H 2.079 3.133 -0.403 0.326
H 1.171 3.653 1.045 0.399
H 0.007 -3.324 -2.333 0.555
H 0.539 -1.709 -2.900 0.241
H -1.134 -1.935 -2.333 0.127
H -0.522 -3.216 1.266 0.541
H -1.655 -3.009 -0.108 0.489
H -1.452 -1.709 1.078 -0.273
H 1.667 -3.849 -0.797 0.502
H 1.938 -3.179 0.843 0.359
H 2.741 -2.428 -0.567 0.307
C 2.984 0.257 -2.797 0.596
C 1.758 0.383 -3.472 0.088
C 1.644 0.233 -4.875 -0.552
C 2.777 -0.058 -5.636 -0.458
C 4.019 -0.208 -4.985 -0.743
C 4.105 -0.057 -3.589 -0.491
Se 3.402 0.455 -0.805 -0.099
H -1.566 -0.122 -0.601 -0.559
H 0.846 0.597 -2.899 0.248
H 0.674 0.344 -5.374 0.442
H 2.710 -0.175 -6.718 0.453
H 4.908 -0.445 -5.564 0.455
H 5.062 -0.168 -3.085 0.431
N -4.710 -0.618 2.952 -0.174
C -3.425 -0.442 3.386 0.411
N -3.344 -0.336 4.765 -0.062
O -2.430 -0.370 2.652 -0.431
H -5.443 -0.291 3.557 0.319
H -4.859 -0.519 1.944 0.157
H -2.408 -0.445 5.128 0.350
H -4.090 -0.750 5.302 0.329